1.
147
Properties=species:S:1:pos:R:3:forces:R:3 method="wB97M-V/def2-TZVPD" e_homo_ev=-9.00 gap_ev=1.70 charge=+2
C -8.7769 11.8475 0.0036 0.435 -0.076 0.424
N -8.5874 10.3731 -0.1408 0.347 2.019 -0.424
C -7.3660 9.8691 0.1577 -0.822 -2.014 1.026
C -7.1752 8.4911 0.0890 -0.280 0.682 -1.930
C -8.0897 7.7212 -0.7002 0.101 -0.526 0.877
C -9.3006 8.3470 -1.0814 0.217 0.197 0.485
C -9.5549 9.6661 -0.7518 0.970 -1.664 -0.707
C -7.8314 6.2676 -0.9751 -0.947 1.891 0.201
C -6.5973 5.7679 -1.2493 2.184 -0.844 0.007
C -6.3664 4.4095 -1.4595 -0.486 0.600 0.323
N -7.3863 3.5228 -1.3644 -1.751 -0.072 -0.060
C -8.6699 3.9909 -1.1645 0.742 2.102 -0.095
C -8.8723 5.3781 -1.0059 -1.163 -2.227 -0.160
C -7.1227 2.0543 -1.4535 1.063 0.722 0.615
H -9.8415 12.0324 0.1468 0.256 0.243 -0.268
H -8.2954 12.3804 -0.8163 -0.597 -0.197 -0.445
H -8.2135 12.2187 0.8597 -0.293 -0.381 0.327
H -6.6324 10.4981 0.6400 -0.204 0.293 -0.102
H -6.2420 8.0782 0.4426 -0.026 -0.064 0.031
H -10.0916 7.8549 -1.6278 0.203 -0.274 -0.107
H -10.4608 10.0912 -1.1582 0.060 0.673 0.583
H -5.7808 6.4748 -1.2476 0.392 -0.311 -0.295
H -5.3983 3.9867 -1.6840 0.096 0.091 0.047
H -9.5314 3.3396 -1.1630 0.380 -0.426 0.005
H -9.8701 5.7731 -0.8844 -0.205 -0.454 0.109
H -6.4102 1.9082 -2.2654 -0.518 -0.306 -0.281
H -8.0261 1.4444 -1.4615 0.098 0.387 -0.392
H -6.5494 1.8166 -0.5575 -0.115 -0.219 0.147
C 3.6842 4.7126 4.3701 -0.668 0.150 0.080
C 3.4680 3.2121 4.3990 -0.588 -0.416 1.555
C 1.9387 2.7859 4.1767 0.630 -0.072 -1.119
C 0.9756 3.0585 5.3224 0.157 1.140 0.134
N -0.5134 2.8272 4.9786 -1.110 0.899 2.933
C -1.0853 4.0273 4.1256 -1.533 -2.994 -0.546
C -2.6550 3.8820 4.3050 1.790 0.861 -0.772
C -2.8377 3.6938 5.8296 1.851 -0.319 -1.059
C -1.3980 3.1350 6.2870 -0.370 -0.121 -0.394
C -0.8554 1.3854 4.6005 0.449 0.766 -0.990
H 2.9334 5.1515 5.0273 0.096 0.519 -0.037
H 3.5644 5.1177 3.3653 -0.101 0.028 -0.026
H 4.6696 5.0164 4.7235 -0.046 -0.206 0.056
H 3.6903 2.8587 5.4058 0.063 0.095 0.375
H 4.3152 2.7772 3.8687 -0.932 -0.715 -0.914
H 1.7618 1.7336 3.9543 0.775 -0.198 -0.254
H 1.6001 3.3279 3.2937 -0.162 0.069 -0.139
H 1.0126 4.1099 5.6074 -0.078 0.141 -0.086
H 1.2885 2.5447 6.2314 -0.505 -0.582 -0.092
H -0.7409 3.7453 3.1306 -0.068 0.923 -0.175
H -0.8257 5.0103 4.5187 0.823 -0.479 0.066
H -3.0394 3.1322 3.6135 -0.025 -0.385 0.515
H -3.0487 4.8209 3.9157 -0.268 0.071 0.274
H -3.6420 2.9808 6.0106 0.210 0.134 0.401
H -3.0346 4.6658 6.2820 -0.055 -0.274 0.203
H -1.6046 2.2604 6.9039 0.703 -0.284 -0.312
H -0.7208 3.7905 6.8345 -0.681 0.362 0.147
H -0.3095 0.6515 5.1933 0.012 0.552 0.599
H -0.5005 1.1837 3.5898 -0.506 0.207 -0.232
H -1.9287 1.2459 4.7293 0.207 -0.026 -0.304
C -1.7192 -0.7434 -0.3322 -0.531 1.277 0.526
O -2.2004 0.5690 -0.2244 0.301 -1.495 -0.186
H -2.0898 -1.3749 -1.1396 -0.027 0.413 -1.059
H -0.6357 -0.8289 -0.2503 0.426 0.106 -0.283
H -2.0701 -1.4147 0.4516 -0.347 -0.011 1.142
C -2.3950 1.2976 -5.3248 0.773 -0.057 -1.233
C -2.3655 2.0399 -6.7187 -0.359 1.018 2.010
C -2.9332 1.3554 -7.9517 -0.214 0.454 0.061
C -3.5117 0.0618 -7.6555 -3.124 -5.935 0.808
N -4.0366 -1.0020 -7.4237 2.806 5.604 -1.115
H -3.2588 1.3466 -4.6619 -0.606 0.362 -0.749
H -1.6151 1.7506 -4.7127 0.388 -0.591 -0.083
H -2.2755 0.2425 -5.5708 0.586 -0.087 0.727
H -1.3789 2.4113 -6.9958 0.223 -0.346 0.510
H -2.9242 2.9498 -6.4994 -0.154 0.229 -0.508
H -2.1651 1.2782 -8.7211 -0.133 -0.261 -0.025
H -3.7039 2.0305 -8.3236 -0.179 -0.389 -0.390
C 3.6839 -4.7386 -2.3100 0.925 -0.732 0.270
C 3.2694 -3.6186 -2.9636 0.413 0.682 -0.590
C 4.1196 -3.0959 -3.9028 0.946 0.939 -0.780
C 5.4238 -3.5943 -4.1834 -1.464 1.613 -1.640
C 5.8631 -4.6958 -3.4909 -0.609 -0.488 0.538
C 4.9613 -5.2706 -2.5796 -0.914 -0.142 0.927
C 7.2196 -5.2530 -3.7340 -0.085 1.157 -1.196
O 7.5994 -6.2458 -3.2064 0.575 -1.615 1.037
C 8.1212 -4.5151 -4.7024 -0.455 0.484 0.143
C 9.4434 -4.8210 -4.8042 2.279 -0.551 -0.242
C 10.3667 -4.0828 -5.5986 -0.640 -1.325 1.310
C 9.8860 -3.0330 -6.2662 -2.212 2.559 -1.450
C 8.4954 -2.6606 -6.2426 2.689 -1.379 0.021
C 7.6644 -3.4273 -5.4559 -1.843 1.480 -0.655
C 6.2327 -2.9443 -5.3483 -0.620 1.144 0.897
O 5.7941 -1.9876 -5.9999 0.703 -2.146 1.151
H 3.0106 -5.1400 -1.5671 0.316 -0.517 0.142
H 2.3481 -3.0899 -2.7686 -0.196 -0.266 0.095
H 3.7534 -2.1987 -4.3797 0.418 0.067 -0.514
H 5.1789 -6.1359 -1.9712 0.676 -0.142 -0.280
H 9.8993 -5.6459 -4.2769 -0.471 -0.218 0.339
H 11.4193 -4.3208 -5.6414 -0.027 -0.262 0.142
H 10.4573 -2.3536 -6.8814 0.640 -0.290 0.006
H 8.3004 -1.8328 -6.9082 -1.010 0.017 0.431
C -4.7783 -9.8260 0.0105 -0.376 -0.091 -1.407
C -4.1614 -10.7498 0.8004 0.634 0.321 0.773
C -3.5355 -10.2991 1.9611 -0.121 -0.183 1.386
C -3.5878 -8.9601 2.4230 -0.479 -0.999 -2.075
C -4.2363 -8.0659 1.5159 0.389 -0.453 0.973
C -4.8459 -8.5020 0.3332 0.476 0.596 0.685
C -4.1585 -6.6450 1.8095 -0.872 3.985 -2.505
O -4.4519 -5.7814 0.9145 0.721 -2.521 2.763
C -3.6771 -6.1649 3.1453 -0.396 1.179 -0.001
C -3.8799 -4.8072 3.5679 -0.718 -2.308 -1.713
C -3.4960 -4.4381 4.8199 -0.368 1.072 -1.131
C -2.8088 -5.2992 5.6162 0.952 -0.766 0.959
C -2.5730 -6.6272 5.2407 -0.251 0.976 0.179
C -3.0462 -7.0429 4.0030 -0.035 -0.672 0.401
C -2.9178 -8.5094 3.6941 0.521 -0.149 0.108
O -2.2898 -9.2346 4.4559 -0.909 0.347 -1.186
H -5.1178 -10.1392 -0.9658 -0.435 -0.060 -0.005
H -4.1718 -11.7684 0.4417 0.364 -0.183 0.447
H -3.0582 -11.0118 2.6174 0.200 -0.118 0.014
H -5.3214 -7.8159 -0.3520 0.120 0.274 0.214
H -4.4483 -4.1967 2.8819 0.155 0.306 0.036
H -3.6843 -3.4188 5.1230 0.018 0.056 0.252
H -2.4568 -4.7901 6.5012 0.283 -0.862 0.583
H -2.0847 -7.3822 5.8390 0.125 0.257 0.255
C 4.3863 0.3702 -0.1318 -1.945 0.432 0.488
C 5.1218 1.3890 -0.6067 3.108 0.657 -0.382
C 6.5538 1.2045 -0.7316 -2.502 0.408 0.595
C 7.1362 -0.0070 -0.3468 -1.921 1.857 -0.505
C 6.2672 -1.0094 0.1881 1.710 -1.166 -0.219
C 4.9185 -0.8064 0.2947 -0.056 -0.661 0.095
C 6.8473 -2.3632 0.5607 -1.571 -1.533 1.166
O 6.1271 -3.2915 1.0214 1.973 2.653 -1.316
C 8.3119 -2.5186 0.3408 0.940 0.942 0.706
C 8.9542 -3.6934 0.7868 -0.776 0.472 -0.844
C 10.2542 -3.9748 0.4034 -0.264 1.843 -1.014
C 10.9208 -2.9511 -0.3504 0.123 -1.911 1.457
C 10.3936 -1.6816 -0.5367 1.912 -1.631 -0.426
C 9.1076 -1.4324 -0.1903 -1.359 -1.091 -0.003
C 8.5793 -0.1080 -0.5720 1.570 0.475 -0.345
O 9.3216 0.7800 -1.0433 -2.134 -1.760 1.119
H 3.3247 0.5083 0.0106 -0.238 0.052 -0.144
H 4.6667 2.3509 -0.7914 0.096 0.040 -0.326
H 7.0941 2.0860 -1.0438 0.558 -0.383 -0.184
H 4.2004 -1.5123 0.6851 0.562 -0.558 0.109
H 8.3545 -4.4159 1.3205 -0.076 -0.082 -0.029
H 10.6169 -4.9705 0.6118 0.568 0.187 -0.081
H 11.9168 -3.1822 -0.6982 0.112 0.137 -0.142
H 11.0574 -1.0102 -1.0611 -0.459 0.562 0.129


2.
156
Properties=species:S:1:pos:R:3:forces:R:3 method="wB97M-V/def2-TZVPD" spin_multiplicity=2 e_homo_ev="-4.86 / -4.85" gap_ev="7.19 / 7.17" charge=-1
Co 0.5534 0.0674 0.1095 -0.264 -0.894 0.021
C -6.7694 0.0782 -0.9789 0.015 -0.005 -0.042
C -6.0134 0.0572 -2.3077 0.005 -0.017 -0.014
C -6.4007 1.3136 -3.0991 0.007 -0.024 0.010
C -6.4558 -1.1875 -3.0900 0.001 0.033 0.023
C -4.5019 0.0227 -2.0988 -0.012 -0.006 0.031
C -3.9007 0.0012 -0.8555 0.002 0.062 -0.075
C -2.5182 -0.0320 -0.7500 -0.005 0.005 0.106
Se -1.7362 -0.0004 0.9912 0.244 0.104 -0.092
C -1.7707 1.9041 1.2284 0.022 -0.111 0.055
C -2.8942 2.4477 1.8232 0.021 0.001 -0.023
C -2.9874 3.8094 2.0504 -0.011 0.049 0.001
C -1.8909 4.5760 1.6607 -0.039 -0.031 -0.062
C -0.7396 4.0706 1.0659 -0.012 0.025 -0.027
C -0.6537 2.6671 0.8185 -0.230 0.145 0.247
O 0.3992 2.0938 0.2985 0.151 0.158 0.119
C 0.4308 5.0109 0.7480 0.025 0.004 0.025
C 0.1460 6.4658 1.1356 0.014 -0.051 0.063
C 1.6549 4.5476 1.5473 0.059 -0.037 -0.038
C 0.7513 5.0128 -0.7507 -0.096 -0.053 0.063
C -4.2470 4.3986 2.6837 0.005 0.008 0.005
C -4.5394 3.6976 4.0175 0.035 0.017 -0.009
C -5.4360 4.1905 1.7353 0.033 0.007 0.003
C -4.1078 5.8962 2.9617 -0.026 -0.039 -0.010
C -1.6346 -0.0715 -1.8455 -0.047 -0.350 0.063
O -0.3477 -0.2593 -1.6660 0.270 0.300 0.011
C -2.2546 0.0031 -3.1348 -0.067 -0.007 -0.143
C -3.6401 0.0269 -3.1988 0.065 0.065 0.025
C -1.4548 -0.0344 -4.4444 -0.008 -0.018 0.048
C -2.2824 0.4123 -5.6585 0.016 -0.032 0.036
C -1.0190 -1.4848 -4.6938 -0.005 -0.010 0.077
C -0.2480 0.9075 -4.3822 0.075 0.007 0.012
H -7.8447 0.0948 -1.1682 -0.022 -0.001 0.000
H -6.5177 0.9628 -0.3920 0.009 0.020 0.020
H -6.5455 -0.8067 -0.3813 -0.006 -0.016 0.027
H -7.4816 1.3471 -3.2577 -0.032 0.004 -0.006
H -5.9151 1.3335 -4.0751 0.007 0.010 -0.019
H -6.1019 2.2122 -2.5575 0.010 0.022 0.010
H -7.5362 -1.1724 -3.2544 -0.029 -0.002 -0.015
H -6.2064 -2.0929 -2.5341 0.008 -0.030 0.009
H -5.9651 -1.2424 -4.0623 0.017 -0.007 -0.015
H -4.4836 0.0239 0.0557 -0.015 -0.021 0.022
H -3.6996 1.7796 2.1063 -0.012 -0.009 0.015
H -1.9397 5.6382 1.8308 0.025 0.080 0.033
H -0.0381 6.5786 2.2055 -0.025 -0.002 0.034
H -0.7070 6.8731 0.5890 -0.003 0.020 -0.010
H 1.0220 7.0693 0.8881 0.004 0.004 -0.016
H 1.4598 4.6249 2.6191 0.009 -0.001 0.018
H 2.5282 5.1630 1.3124 0.003 0.043 -0.013
H 1.8912 3.5113 1.3166 0.006 0.035 0.051
H -0.1059 5.3752 -1.3226 -0.026 0.023 -0.016
H 0.9996 4.0222 -1.1100 0.017 0.100 -0.077
H 1.5976 5.6773 -0.9461 0.026 0.009 -0.016
H -4.7059 2.6292 3.8831 0.002 -0.028 -0.009
H -5.4326 4.1214 4.4832 -0.027 0.008 0.010
H -3.6992 3.8206 4.7028 0.009 -0.004 0.023
H -5.5779 3.1318 1.5148 -0.017 -0.024 -0.003
H -5.2624 4.7064 0.7895 -0.002 0.000 -0.024
H -6.3586 4.5762 2.1773 -0.022 0.010 0.015
H -3.2583 6.1009 3.6149 0.018 0.015 0.022
H -5.0106 6.2605 3.4567 -0.016 0.011 -0.001
H -3.9791 6.4664 2.0407 0.020 0.015 -0.025
H -4.0936 0.0556 -4.1789 -0.024 0.002 -0.066
H -3.0618 -0.3024 -5.9273 -0.037 -0.021 0.016
H -1.6160 0.5007 -6.5192 0.012 -0.004 -0.014
H -2.7444 1.3865 -5.4878 0.004 0.024 -0.010
H -1.8939 -2.1093 -4.8885 -0.016 -0.024 -0.003
H -0.5101 -1.9013 -3.8278 -0.050 0.003 -0.017
H -0.3461 -1.5502 -5.5536 0.014 0.000 -0.018
H -0.5829 1.9468 -4.4096 0.002 0.035 0.021
H 0.3964 0.7393 -5.2509 -0.014 0.015 -0.048
H 0.3338 0.7840 -3.4761 0.018 -0.008 0.038
O 1.6061 2.1324 -1.9603 0.125 -0.316 -0.393
C 2.9446 1.7800 -1.9120 -0.133 0.142 -0.085
C 3.3030 0.3743 -1.4716 0.085 0.033 -0.021
C 4.5165 -0.1406 -1.9221 -0.024 -0.040 0.040
C 4.9517 -1.3711 -1.4753 -0.024 0.007 0.025
C 4.1722 -2.0514 -0.5530 0.096 0.090 0.059
C 2.9895 -1.4728 -0.1409 0.086 0.006 -0.008
N 2.5406 -0.2993 -0.6096 -0.338 0.134 -0.031
H 1.1821 2.1510 -1.0700 -0.045 0.042 0.069
H 3.5204 2.4680 -1.2701 0.032 -0.033 0.025
H 3.3278 1.9010 -2.9289 0.131 0.025 0.023
H 5.0990 0.4329 -2.6318 0.002 0.005 -0.011
H 5.8790 -1.7946 -1.8394 0.014 -0.002 0.004
H 4.4645 -3.0124 -0.1513 -0.013 -0.009 0.001
H 2.3599 -1.9468 0.6021 0.078 0.069 0.016
C -3.0049 -5.4625 -3.2713 -0.011 0.022 0.001
C -3.1795 -4.2409 -2.6406 -0.023 0.001 -0.015
C -2.1077 -3.6242 -2.0088 0.084 -0.024 0.057
C -0.8476 -4.2161 -2.0134 -0.028 0.137 0.009
C -0.6829 -5.4480 -2.6393 0.063 0.015 -0.111
C -1.7542 -6.0665 -3.2662 0.023 -0.009 0.017
As 0.6079 -3.2468 -1.0984 -0.117 -0.289 0.019
C 1.8939 -3.1039 -2.5667 0.004 -0.026 -0.034
C 2.0247 -2.0414 -3.4463 -0.067 0.008 0.000
C 3.0204 -2.0681 -4.4149 0.016 -0.038 -0.020
C 3.9042 -3.1376 -4.4763 -0.019 0.024 0.020
C 3.8149 -4.1742 -3.5577 -0.006 -0.011 0.010
C 2.8145 -4.1594 -2.5932 -0.019 -0.054 -0.013
C 2.6592 -5.1409 -1.4997 -0.032 0.053 -0.030
C 3.4463 -6.2705 -1.2977 0.025 0.012 0.007
C 3.2021 -7.0953 -0.2096 -0.012 0.025 0.000
C 2.1790 -6.7956 0.6829 0.012 -0.011 -0.005
C 1.3910 -5.6699 0.4840 -0.011 0.028 0.060
C 1.6240 -4.8476 -0.6066 -0.033 0.025 -0.010
H -3.8393 -5.9444 -3.7651 -0.009 -0.007 -0.004
H -4.1475 -3.7559 -2.6416 -0.014 0.012 0.008
H -2.2602 -2.6746 -1.5121 -0.021 0.111 -0.003
H 0.2884 -5.9287 -2.6533 0.009 0.007 0.027
H -1.6099 -7.0239 -3.7511 -0.004 -0.015 -0.018
H 1.3565 -1.1936 -3.3648 0.040 0.017 0.001
H 3.1133 -1.2455 -5.1134 0.002 0.017 0.004
H 4.6834 -3.1559 -5.2276 0.012 0.012 -0.027
H 4.5366 -4.9814 -3.5888 0.006 -0.020 0.003
H 4.2486 -6.5088 -1.9854 0.010 -0.010 -0.003
H 3.8148 -7.9741 -0.0527 0.006 -0.003 0.004
H 2.0014 -7.4365 1.5368 -0.002 -0.003 0.012
H 0.5998 -5.4330 1.1858 -0.008 -0.001 0.001
C 0.5649 1.8482 4.1397 0.121 0.096 -0.010
C 1.0273 0.4664 4.6106 0.007 -0.015 0.028
C -0.2316 -0.3792 4.8466 0.028 0.100 -0.106
C 1.7957 0.6373 5.9232 -0.004 -0.119 -0.037
Si 2.0834 -0.2442 3.1877 0.012 -0.209 0.137
O 1.2124 -0.4458 1.8729 0.097 0.223 -0.162
C 2.9501 -1.8828 3.6959 0.046 0.102 0.063
C 4.1125 -2.2380 2.9982 -0.037 0.043 -0.021
C 4.8346 -3.3825 3.2965 0.008 -0.041 -0.023
C 4.4235 -4.2131 4.3297 0.022 -0.016 -0.011
C 3.2845 -3.8851 5.0465 -0.001 -0.032 -0.012
C 2.5627 -2.7407 4.7272 -0.049 -0.021 -0.112
C 3.6098 0.8673 2.9320 -0.064 -0.052 -0.056
C 3.7811 1.5550 1.7313 -0.118 0.160 0.029
C 4.9411 2.2721 1.4608 -0.024 0.040 0.010
C 5.9618 2.3182 2.3967 0.012 -0.017 0.020
C 5.8135 1.6459 3.6040 0.014 0.039 0.003
C 4.6550 0.9291 3.8601 -0.004 -0.037 -0.035
H -0.0032 2.3466 4.9345 -0.019 0.015 0.006
H -0.0777 1.7719 3.2673 -0.098 0.021 -0.124
H 1.4072 2.4914 3.8701 0.008 0.014 0.040
H -0.9308 0.1684 5.4897 -0.013 0.019 0.020
H -0.0195 -1.3265 5.3374 0.051 -0.133 0.039
H -0.7413 -0.5926 3.9047 -0.013 -0.012 -0.002
H 1.1297 1.0400 6.6953 -0.018 0.022 0.020
H 2.6242 1.3372 5.8074 0.045 0.030 0.004
H 2.1997 -0.3084 6.2935 0.019 -0.009 0.011
H 4.4739 -1.5917 2.2056 0.009 0.012 0.029
H 5.7265 -3.6205 2.7290 0.015 -0.010 -0.010
H 4.9899 -5.1026 4.5768 -0.001 -0.016 -0.006
H 2.9534 -4.5238 5.8567 -0.016 0.002 0.013
H 1.6701 -2.5318 5.2964 -0.106 0.089 0.090
H 2.9733 1.5464 1.0089 0.030 -0.022 -0.002
H 5.0429 2.8068 0.5229 0.000 -0.011 -0.005
H 6.8684 2.8741 2.1910 0.008 0.008 -0.006
H 6.6065 1.6750 4.3420 0.008 -0.002 0.003
H 4.5774 0.3823 4.7925 -0.011 -0.034 0.041


Number 1: strongest force on any atom 0.13138 Eh/bohr. Number 2: strongest force on any atom 0.01812 Eh/bohr.